No. 1
{"formula": "C4H13N2O", "method": "wB97M-V/def2-TZVPD", "de_lowest_ev": 1.648, "spin_multiplicity": 1, "lumo_energy_ha": -0.1135, "homo_lumo_gap_ev": 8.3, "charge": 1, "e_tot_ha": -344.706279, "species": ["C", "C", "C", "C", "N", "N", "H", "H", "H", "H", "H", "H", "H", "H", "H", "H", "H", "H", "H", "O"], "positions_angstrom": [[0.79, 0.63, 0.66], [-0.65, 0.60, 0.19], [-1.17, -0.80, 0.01], [-2.00, -1.37, 0.90], [-2.37, -2.69, 0.88], [1.69, 0.11, -0.41], [0.82, -0.03, 1.52], [1.17, 1.56, 1.07], [-1.27, 1.16, 0.89], [-0.82, 1.19, -0.73], [-0.88, -1.44, -0.81], [-2.55, -0.79, 1.64], [-1.90, -3.34, 0.26], [-3.17, -3.03, 1.38], [1.55, -0.91, -0.39], [1.47, 0.50, -1.32], [2.67, 0.33, -0.26], [2.45, 2.87, -2.57], [2.90, 3.42, -1.20], [2.46, 2.68, -1.63]], "lowdin_charge": [-0.165, -0.212, -0.151, -0.203, 0.069, 0.187, 0.132, 0.130, 0.125, 0.120, 0.094, 0.129, 0.105, 0.096, 0.164, 0.146, 0.164, 0.058, 0.058, -0.045]}

No. 2
{"formula": "C4H13N2O", "method": "wB97M-V/def2-TZVPD", "de_lowest_ev": 2.050, "spin_multiplicity": 1, "lumo_energy_ha": -0.1191, "homo_lumo_gap_ev": 10.7, "charge": 1, "e_tot_ha": -344.691519, "species": ["C", "C", "O", "N", "H", "H", "H", "H", "H", "C", "C", "N", "H", "H", "H", "H", "H", "H", "H", "H"], "positions_angstrom": [[0.30, 2.14, -2.38], [0.33, 1.56, -1.07], [-0.58, 1.23, -0.34], [1.60, 1.11, -0.64], [1.29, 2.62, -2.76], [-0.41, 3.00, -2.32], [1.90, 0.67, 0.21], [2.42, 1.49, -1.11], [-0.06, 1.36, -3.13], [-0.02, -1.38, 1.26], [-0.82, -2.49, 0.65], [-0.80, -0.30, 1.97], [0.76, -1.62, 2.04], [0.47, -0.92, 0.30], [-0.98, -2.23, -0.45], [-1.86, -2.68, 1.05], [-1.73, -0.19, 1.36], [-0.97, -0.41, 3.04], [-0.35, 0.58, 1.81], [-0.47, -3.54, 0.51]], "lowdin_charge": [-0.013, -0.576, 0.009, 0.136, 0.127, 0.108, 0.085, 0.102, 0.129, -0.246, -0.103, 0.136, 0.143, 0.121, 0.105, 0.102, 0.213, 0.218, 0.108, 0.096]}

No. 3
{"formula": "C4H13N2O", "method": "wB97M-V/def2-TZVPD", "de_lowest_ev": 3.404, "spin_multiplicity": 1, "lumo_energy_ha": -0.1827, "homo_lumo_gap_ev": 7.4, "charge": 1, "e_tot_ha": -344.641750, "species": ["C", "C", "N", "H", "H", "H", "H", "H", "H", "C", "N", "C", "O", "H", "H", "H", "H", "H", "H", "H"], "positions_angstrom": [[0.26, -1.76, -2.06], [1.88, 0.00, -1.88], [1.56, -1.20, -1.67], [-0.02, -2.47, -1.27], [0.36, -2.22, -3.04], [-0.41, -0.87, -2.16], [1.16, 0.55, -2.46], [2.76, 0.47, -1.38], [2.26, -1.81, -1.15], [-1.30, 2.38, 2.09], [-1.34, 0.94, 1.80], [-0.41, 0.46, 0.85], [-0.43, -0.99, 0.70], [-0.28, 2.71, 2.41], [-1.83, 2.67, 3.05], [-1.60, 3.03, 1.24], [-2.25, 0.70, 1.49], [-0.60, 0.99, -0.11], [0.60, 0.75, 1.22], [-0.86, -1.19, 1.56]], "lowdin_charge": [-0.009, 0.148, -0.007, 0.106, 0.108, 0.112, 0.123, 0.148, 0.217, -0.114, -0.121, -0.332, -0.092, 0.085, 0.100, 0.086, 0.101, 0.115, 0.124, 0.102]}